1.
C26H79N5O11 | wB97M-V/def2-TZVPD

Each line ends with the Mulliken charge.
Cartesian coordinates (Å):
1 C 23.862 -7.191 6.144  0.770
2 O 22.786 -7.313 5.226  -0.492
3 C 21.697 -7.997 5.803  0.981
4 C 20.500 -8.026 4.853  0.261
5 C 20.056 -6.601 4.505  -0.975
6 N 19.450 -8.772 5.538  -0.693
7 H 23.515 -6.734 7.073  -0.366
8 H 24.592 -6.554 5.646  -0.277
9 H 24.293 -8.184 6.313  0.295
10 H 22.004 -9.023 6.034  0.397
11 H 21.356 -7.534 6.741  -1.083
12 H 20.791 -8.541 3.934  0.433
13 H 19.258 -6.528 3.765  0.464
14 H 20.861 -5.964 4.122  0.318
15 H 19.738 -6.096 5.425  -0.060
16 H 18.660 -8.890 4.908  0.310
17 H 19.084 -8.132 6.242  0.130
18 C 24.684 -3.927 7.274  0.128
19 O 26.018 -3.908 6.844  -0.411
20 C 26.153 -4.540 5.576  -0.148
21 C 27.508 -4.296 4.980  0.504
22 C 27.730 -2.909 4.424  -1.532
23 N 27.700 -5.282 3.896  -0.757
24 H 24.011 -3.411 6.578  0.410
25 H 24.662 -3.382 8.217  -0.073
26 H 24.257 -4.925 7.426  -0.246
27 H 25.932 -5.607 5.697  0.057
28 H 25.387 -4.145 4.894  0.414
29 H 28.320 -4.423 5.713  0.255
30 H 27.475 -2.172 5.192  0.304
31 H 27.092 -2.731 3.556  0.379
32 H 28.784 -2.723 4.213  0.413
33 H 27.851 -6.218 4.267  0.239
34 H 28.615 -5.083 3.492  0.278
35 C 25.129 -2.554 11.399  -0.620
36 O 26.088 -3.604 11.379  -0.079
37 C 26.604 -3.865 12.657  -0.610
38 C 27.797 -4.816 12.497  0.264
39 C 27.421 -6.123 11.817  -0.422
40 N 28.320 -5.089 13.833  -0.772
41 H 24.461 -2.791 10.567  -0.014
42 H 25.571 -1.560 11.391  0.332
43 H 24.443 -2.690 12.245  0.316
44 H 27.052 -3.006 13.169  0.323
45 H 25.873 -4.356 13.312  0.216
46 H 28.571 -4.273 11.949  0.369
47 H 26.591 -6.549 12.385  -0.543
48 H 28.263 -6.816 11.807  0.319
49 H 27.177 -5.988 10.759  0.319
50 H 27.702 -5.639 14.425  0.243
51 H 29.160 -5.654 13.877  0.275
52 C 24.735 -9.113 9.363  -1.024
53 O 24.675 -7.714 9.375  0.043
54 C 24.930 -7.121 10.613  -1.278
55 C 23.997 -7.553 11.764  0.310
56 C 22.518 -7.320 11.463  -0.772
57 N 24.286 -6.828 13.003  -0.694
58 H 24.049 -9.613 10.055  0.320
59 H 25.745 -9.479 9.577  0.328
60 H 24.449 -9.512 8.390  0.293
61 H 25.970 -7.188 10.961  0.907
62 H 24.714 -6.047 10.537  0.365
63 H 24.199 -8.612 11.952  0.494
64 H 21.916 -7.750 12.265  0.719
65 H 22.188 -7.939 10.621  -0.129
66 H 22.326 -6.262 11.300  -0.088
67 H 23.921 -5.883 12.944  0.152
68 H 25.283 -6.751 13.181  0.416
69 C 21.205 -2.810 13.619  -0.308
70 O 20.115 -1.930 13.410  -0.440
71 C 19.836 -1.867 12.017  -0.252
72 C 19.151 -0.526 11.716  0.073
73 C 17.845 -0.498 12.545  -1.511
74 N 18.827 -0.380 10.283  -0.578
75 H 22.099 -2.352 13.182  0.254
76 H 21.109 -3.807 13.177  -0.077
77 H 21.373 -2.996 14.679  0.395
78 H 20.758 -1.895 11.424  0.372
79 H 19.222 -2.718 11.715  0.161
80 H 19.788 0.274 12.096  0.242
81 H 18.141 -0.446 13.595  0.377
82 H 17.325 -1.451 12.449  0.330
83 H 17.237 0.383 12.336  0.448
84 H 17.842 -0.148 10.191  0.261
85 H 19.251 0.481 9.943  0.267
86 C 21.637 -6.180 8.428  -0.091
87 C 21.929 -5.225 9.588  -0.262
88 O 20.712 -4.756 10.127  0.316
89 H 20.881 -6.919 8.676  0.037
90 H 22.558 -6.572 7.981  -0.668
91 H 21.281 -5.606 7.560  0.552
92 H 22.533 -4.366 9.260  0.300
93 H 22.581 -5.753 10.290  -0.142
94 H 20.254 -4.267 9.416  -0.179
95 C 16.445 -4.933 7.673  -1.616
96 C 17.722 -5.689 8.014  0.526
97 O 17.668 -6.988 7.476  -0.648
98 H 15.594 -5.412 8.158  0.350
99 H 16.224 -5.069 6.610  0.433
100 H 16.559 -3.878 7.910  0.304
101 H 17.778 -5.729 9.110  0.337
102 H 18.582 -5.121 7.635  -0.045
103 H 18.302 -7.541 7.971  0.348
104 C 20.189 -2.870 6.427  -0.454
105 C 19.184 -2.281 7.409  -0.395
106 O 19.462 -2.773 8.742  -0.208
107 H 21.231 -2.891 6.754  0.058
108 H 20.218 -2.363 5.462  0.526
109 H 19.950 -3.921 6.245  -0.252
110 H 18.166 -2.610 7.195  0.229
111 H 19.247 -1.192 7.384  0.479
112 H 19.122 -2.032 9.298  -0.023
113 O 19.494 -8.462 8.985  -0.739
114 H 20.231 -9.046 9.199  0.266
115 H 19.158 -8.164 9.843  0.276
116 O 20.286 -6.328 12.596  -0.629
117 H 20.452 -5.659 11.912  -0.023
118 H 19.561 -5.968 13.119  0.383
119 O 17.150 -3.607 10.621  -0.622
120 H 17.604 -3.819 9.795  0.025
121 H 16.861 -2.695 10.512  0.330

**Highest occupied orbital energy**: -8.8 eV
**Multiplicity**: 1
**Relative energy (zero: lowest compared OMol25 entry of this formula, charge and spin)**: 155.58 kJ/mol
**Net charge**: 0
**LUMO energy**: 0.41 eV
**Calculated total energy**: -2139.197236 Ha
**SMILES**: COC[C@H](C)N.COC[C@H](C)N.COC[C@H](C)N.COC[C@H](C)N.COC[C@H](C)N.CCO.CCO.CCO.O.O.O

2.
C4H5NO2 | wB97M-V/def2-TZVPD

Each line ends with the Mulliken charge.
Cartesian coordinates (Å):
1 O 2.405 0.528 -0.147  -0.484
2 C 1.647 -0.618 0.114  -0.330
3 C 0.205 -0.138 -0.110  0.328
4 C -0.455 1.085 0.076  -0.350
5 O -1.889 0.789 0.061  -0.311
6 C -1.891 -0.563 -0.134  0.049
7 N -0.737 -1.095 -0.011  -0.474
8 H 3.258 0.139 0.137  0.325
9 H 1.874 -1.501 -0.486  0.304
10 H 1.787 -1.026 1.234  0.210
11 H -0.005 2.014 0.094  0.460
12 H -2.921 -1.085 0.122  0.272

**Highest occupied orbital energy**: -9.2 eV
**Multiplicity**: 1
**Relative energy (zero: lowest compared OMol25 entry of this formula, charge and spin)**: 239.36 kJ/mol
**Net charge**: 0
**LUMO energy**: 0.70 eV
**Calculated total energy**: -360.578252 Ha
**SMILES**: OCc1cocn1

3.
C6H10O | wB97M-V/def2-TZVPD

Each line ends with the Mulliken charge.
Cartesian coordinates (Å):
1 C 2.914 -0.193 0.808  -1.013
2 C 1.699 -0.717 0.650  0.450
3 O 1.466 -2.061 0.771  -0.540
4 C 0.537 0.085 0.206  -0.334
5 C -0.487 -0.501 -0.425  -0.134
6 C -1.584 0.292 -1.112  -0.406
7 C -2.437 1.168 -0.186  -1.119
8 H 3.711 -0.936 0.795  0.311
9 H 3.162 0.814 0.511  0.298
10 H 1.960 -2.407 1.511  0.329
11 H 0.690 1.155 0.217  0.279
12 H -0.357 -1.556 -0.617  0.375
13 H -1.046 0.987 -1.757  0.243
14 H -2.272 -0.421 -1.560  0.301
15 H -2.865 0.663 0.684  0.326
16 H -1.850 1.980 0.245  0.309
17 H -3.243 1.649 -0.742  0.326

**Highest occupied orbital energy**: -8.4 eV
**Multiplicity**: 1
**Relative energy (zero: lowest compared OMol25 entry of this formula, charge and spin)**: 115.39 kJ/mol
**Net charge**: 0
**LUMO energy**: 0.89 eV
**Calculated total energy**: -309.798420 Ha
**SMILES**: C=C(O)/C=C/CC

4.
C5H18NO4 | wB97M-V/def2-TZVPD

Each line ends with the Mulliken spin population.
Cartesian coordinates (Å):
1 C 0.974 1.446 -0.291  0.013
2 O 0.525 1.454 -1.619  0.005
3 C 0.022 0.568 0.531  0.038
4 C 0.152 0.733 2.069  0.077
5 C 1.448 0.234 2.560  0.303
6 C 1.582 -0.811 3.490  0.451
7 N -1.360 0.945 0.107  0.002
8 H 2.010 1.093 -0.220  -0.003
9 H 0.971 2.483 0.054  0.001
10 H 0.824 0.622 -2.066  0.000
11 H 0.171 -0.462 0.226  -0.014
12 H -0.676 0.251 2.588  -0.005
13 H 0.105 1.801 2.332  0.047
14 H 2.328 0.738 2.166  0.024
15 H 0.715 -1.319 3.900  0.030
16 H 2.544 -1.150 3.844  0.029
17 H -1.345 0.967 -0.919  0.000
18 H -2.097 0.304 0.473  0.001
19 H -1.587 1.893 0.415  0.001
20 H 2.125 -1.202 -2.496  0.000
21 H 0.788 -1.355 -3.215  0.000
22 O 1.184 -1.023 -2.367  0.000
23 H 0.251 -1.528 -5.539  0.000
24 H -0.165 -2.818 -4.807  0.000
25 O 0.039 -1.876 -4.665  0.000
26 H -4.210 -0.116 1.591  0.000
27 H -3.767 -1.405 0.880  0.000
28 O -3.551 -0.465 0.978  0.000

**Highest occupied orbital energy (alpha / beta)**: -17.3 / -17.3 eV
**Multiplicity**: 2
**Net charge**: +2
**LUMO energy (alpha / beta)**: -8.54 / -12.34 eV
**⟨S²⟩**: 0.752
**Calculated total energy**: -556.334508 Ha

5.
C5H7NO | wB97M-V/def2-TZVPD

Each line ends with the Mulliken charge.
Cartesian coordinates (Å):
1 C 1.567 0.530 -0.366  -0.530
2 C 0.775 -0.467 0.208  0.010
3 C -0.581 -0.665 -0.225  0.634
4 N -0.934 -0.993 -1.515  -0.521
5 C -1.297 -0.107 0.806  -0.524
6 C -0.428 0.272 1.912  -0.652
7 O 0.807 -0.377 1.540  -0.151
8 H 1.469 0.758 -1.426  0.324
9 H 0.723 1.453 0.479  0.004
10 H 2.508 0.796 0.106  0.335
11 H -1.928 -1.049 -1.684  0.251
12 H -0.425 -1.759 -1.932  0.244
13 H -2.346 0.175 0.772  0.385
14 H 0.090 1.433 1.326  0.191

**Highest occupied orbital energy**: -7.8 eV
**Multiplicity**: 1
**Relative energy (zero: lowest compared OMol25 entry of this formula, charge and spin)**: 610.72 kJ/mol
**Net charge**: 0
**LUMO energy**: 0.29 eV
**Calculated total energy**: -324.491858 Ha

6.
C25H15Cl5N5O9Tl | wB97M-V/def2-TZVPD

Each line ends with the Mulliken charge.
Cartesian coordinates (Å):
1 Tl 0.108 -0.421 -0.864  2.005
2 O 1.167 -0.314 3.186  -0.669
3 C 1.292 -0.483 1.993  0.629
4 O 0.241 -0.639 1.207  -0.601
5 C 2.694 -0.544 1.404  0.368
6 C 3.691 -0.422 2.351  -0.530
7 C 5.022 -0.446 1.996  -0.747
8 C 5.402 -0.569 0.682  -0.063
9 C 4.437 -0.687 -0.292  -0.634
10 C 3.040 -0.708 0.022  0.363
11 O 2.172 -0.889 -0.930  -0.613
12 N 4.963 -0.794 -1.675  1.082
13 O 4.200 -0.912 -2.614  -0.619
14 O 6.180 -0.772 -1.801  -0.671
15 N 6.055 -0.333 3.035  1.078
16 O 5.683 -0.238 4.191  -0.630
17 O 7.223 -0.364 2.685  -0.636
18 H 3.402 -0.306 3.386  0.713
19 H 6.444 -0.568 0.410  0.674
20 Cl 0.243 4.206 -6.589  -0.188
21 C 0.205 3.448 -5.045  0.437
22 C 0.183 2.066 -4.943  -0.284
23 Cl 0.198 1.092 -6.361  -0.199
24 C 0.148 1.464 -3.687  1.175
25 Cl 0.138 -0.284 -3.600  -0.180
26 C 0.130 2.201 -2.491  -0.670
27 O 0.086 1.687 -1.290  -0.580
28 C 0.155 3.605 -2.633  0.293
29 Cl 0.130 4.537 -1.188  -0.177
30 C 0.192 4.214 -3.876  0.048
31 Cl 0.218 5.928 -3.988  -0.177
32 C -4.253 -1.450 -1.474  -1.054
33 C -2.887 -1.385 -1.605  0.076
34 N -2.154 -0.572 -0.831  -0.253
35 C -2.743 0.174 0.106  0.006
36 C -4.114 0.152 0.318  -0.030
37 C -4.871 -0.662 -0.510  -0.210
38 C -4.752 1.010 1.344  -0.924
39 C -4.418 1.178 2.623  -0.639
40 C -3.406 0.457 3.433  1.083
41 C -3.123 0.900 4.715  -0.687
42 C -2.233 0.149 5.464  -0.192
43 N -1.643 -0.941 4.987  -0.538
44 C -1.943 -1.256 3.727  -0.229
45 N -2.802 -0.625 2.932  -0.287
46 H -4.826 -2.105 -2.117  0.422
47 H -2.355 -1.966 -2.347  0.319
48 H -2.098 0.799 0.712  0.639
49 H -5.947 -0.701 -0.382  0.519
50 H -5.598 1.585 0.975  0.411
51 H -4.992 1.907 3.186  0.316
52 H -3.590 1.790 5.118  0.365
53 H -1.983 0.429 6.482  0.397
54 H -1.435 -2.116 3.307  0.503
55 C 0.406 -3.511 -2.502  -0.684
56 O 0.105 -2.889 -1.238  -0.418
57 H 0.506 -4.586 -2.382  0.305
58 H 1.321 -3.099 -2.932  0.281
59 H -0.429 -3.311 -3.169  0.254
60 H 0.813 -3.111 -0.620  0.249

**Highest occupied orbital energy**: -8.8 eV
**Multiplicity**: 1
**Relative energy (zero: lowest compared OMol25 entry of this formula, charge and spin)**: 93.10 kJ/mol
**Net charge**: 0
**LUMO energy**: -0.92 eV
**Calculated total energy**: -4385.859437 Ha

Copy entry 5 word for word.
C5H7NO | wB97M-V/def2-TZVPD

Each line ends with the Mulliken charge.
Cartesian coordinates (Å):
1 C 1.567 0.530 -0.366  -0.530
2 C 0.775 -0.467 0.208  0.010
3 C -0.581 -0.665 -0.225  0.634
4 N -0.934 -0.993 -1.515  -0.521
5 C -1.297 -0.107 0.806  -0.524
6 C -0.428 0.272 1.912  -0.652
7 O 0.807 -0.377 1.540  -0.151
8 H 1.469 0.758 -1.426  0.324
9 H 0.723 1.453 0.479  0.004
10 H 2.508 0.796 0.106  0.335
11 H -1.928 -1.049 -1.684  0.251
12 H -0.425 -1.759 -1.932  0.244
13 H -2.346 0.175 0.772  0.385
14 H 0.090 1.433 1.326  0.191

**Highest occupied orbital energy**: -7.8 eV
**Multiplicity**: 1
**Relative energy (zero: lowest compared OMol25 entry of this formula, charge and spin)**: 610.72 kJ/mol
**Net charge**: 0
**LUMO energy**: 0.29 eV
**Calculated total energy**: -324.491858 Ha

The lowest calculated total energy belongs to which entry?
C25H15Cl5N5O9Tl

What did the second record say?
C4H5NO2 | wB97M-V/def2-TZVPD

Each line ends with the Mulliken charge.
Cartesian coordinates (Å):
1 O 2.405 0.528 -0.147  -0.484
2 C 1.647 -0.618 0.114  -0.330
3 C 0.205 -0.138 -0.110  0.328
4 C -0.455 1.085 0.076  -0.350
5 O -1.889 0.789 0.061  -0.311
6 C -1.891 -0.563 -0.134  0.049
7 N -0.737 -1.095 -0.011  -0.474
8 H 3.258 0.139 0.137  0.325
9 H 1.874 -1.501 -0.486  0.304
10 H 1.787 -1.026 1.234  0.210
11 H -0.005 2.014 0.094  0.460
12 H -2.921 -1.085 0.122  0.272

**Highest occupied orbital energy**: -9.2 eV
**Multiplicity**: 1
**Relative energy (zero: lowest compared OMol25 entry of this formula, charge and spin)**: 239.36 kJ/mol
**Net charge**: 0
**LUMO energy**: 0.70 eV
**Calculated total energy**: -360.578252 Ha
**SMILES**: OCc1cocn1